# 1
The following is a quantum chemistry calculation of one molecule with the formula C14H28N2O4, from the Open Molecules 2025 dataset.

Charge   0
Structure (SMILES)   CCCCOCCCNC(=O)N[C@H](C(=O)OC)C(C)C
Gap between HOMO and LUMO   9.939 eV
Largest force on an atom   0.6 eV/A
Lowest unoccupied orbital energy   0.82 eV

```
48
Properties=species:S:1:pos:R:3:lowdin_charge:R:1
C 3.27815 -2.76555 -4.77185 -0.1150
C 2.13438 -2.32703 -3.86684 -0.2662
C 1.06476 -3.40903 -3.73772 -0.1965
C -0.05650 -2.98394 -2.78576 -0.2229
O 0.37926 -2.65681 -1.48506 -0.1801
C 0.74398 -3.76310 -0.68222 -0.2217
C 1.08881 -3.28372 0.72597 -0.1439
C -0.11774 -2.69901 1.46582 -0.1809
N -0.54946 -1.44395 0.89553 0.0670
C -0.21443 -0.26611 1.50020 -0.5487
O 0.17014 -0.18255 2.64962 0.0572
N -0.35510 0.83160 0.68152 0.1074
C -0.38159 2.15954 1.25122 -0.2116
C -1.81572 2.66990 1.22495 -0.4643
O -2.59053 2.43725 0.33116 0.1204
O -2.11395 3.39645 2.29888 -0.0280
C -3.43502 3.91909 2.36391 -0.0403
C 0.54081 3.10988 0.45593 -0.3673
C 0.49235 4.52429 1.02507 -0.0597
C 1.96682 2.56829 0.48359 -0.0628
H 3.76084 -3.65688 -4.37632 0.0710
H 4.02450 -1.97894 -4.85137 0.0677
H 2.90962 -2.99171 -5.77028 0.0704
H 1.67790 -1.41942 -4.26786 0.1114
H 2.52004 -2.09066 -2.87334 0.1072
H 0.61965 -3.61385 -4.71330 0.1182
H 1.52154 -4.33504 -3.38200 0.1059
H -0.52401 -2.06885 -3.16129 0.1268
H -0.82111 -3.77465 -2.73551 0.1234
H -0.09163 -4.48053 -0.64403 0.1287
H 1.61462 -4.27779 -1.11203 0.1192
H 1.47968 -4.13199 1.28915 0.1156
H 1.86649 -2.52155 0.66040 0.1231
H 0.14230 -2.49708 2.50765 0.1169
H -0.95200 -3.40845 1.43640 0.1198
H -0.61719 -1.45619 -0.11308 0.1173
H -0.90492 0.72822 -0.15975 0.1436
H -0.03755 2.08039 2.28710 0.1577
H -4.15872 3.10524 2.43857 0.0989
H -3.65610 4.50465 1.46908 0.0971
H -3.47169 4.54460 3.25173 0.0936
H 0.18485 3.12659 -0.58059 0.1440
H -0.49464 4.96440 0.90792 0.0752
H 0.74046 4.51439 2.08370 0.0899
H 1.20950 5.15740 0.50744 0.0797
H 2.34375 2.55810 1.50325 0.0873
H 2.61906 3.19082 -0.12430 0.0772
H 1.99418 1.55277 0.09856 0.0707
```

# 2
The following is a quantum chemistry calculation of C14H28O7S as an isolated structure, from the Open Molecules 2025 dataset.

Charge   0
Gap between HOMO and LUMO   9.883 eV
Largest force on an atom   2.0 eV/A
Lowest unoccupied orbital energy   0.50 eV

```
50
Properties=species:S:1:pos:R:3:lowdin_charge:R:1
C 2.39311 4.48771 1.91824 -0.1733
C 1.16208 3.65050 2.38234 -0.1586
O 1.68124 2.41308 2.85196 -0.1977
S 3.28250 2.49860 2.98320 0.6348
O 3.85282 1.23058 2.66380 -0.2139
O 3.65971 3.15273 4.20950 -0.2238
O 3.41565 3.52262 1.74093 -0.1945
H 2.66352 5.21972 2.67843 0.1241
H 2.19923 5.00940 0.98560 0.1255
H 0.45351 3.40988 1.59011 0.1201
H 0.59325 4.24827 3.09660 0.1295
C -0.09719 -2.97609 3.12687 -0.1725
C 0.59903 -2.23511 1.99103 -0.1722
C -0.32056 -2.55481 0.80161 -0.2014
O -0.59761 -3.93032 1.04176 -0.1406
C -0.67943 -4.19681 2.41894 -0.2180
H -0.93268 -2.36785 3.49318 0.1093
H 0.57456 -3.12401 3.96928 0.1098
H 1.60304 -2.64427 1.86478 0.1166
H 0.66863 -1.16099 2.18063 0.1067
H 0.08432 -2.30158 -0.17408 0.1113
H -1.21975 -1.93298 0.92939 0.1197
H -0.02639 -5.06286 2.59690 0.1183
H -1.66673 -4.48146 2.79232 0.1156
C 2.31994 1.92945 -1.37354 -0.1642
C 1.40030 3.07191 -1.72488 -0.1522
C 0.02396 2.36728 -2.00713 -0.1677
O 0.07433 1.31721 -1.02933 -0.1650
C 1.39219 1.01866 -0.59462 -0.2025
H 3.22946 2.18947 -0.82696 0.1084
H 2.75142 1.41424 -2.23658 0.1169
H 1.76342 3.65571 -2.57309 0.1111
H 1.10076 3.75302 -0.92734 0.0931
H -0.11819 1.94533 -3.00487 0.1123
H -0.79789 3.03544 -1.75496 0.1124
H 1.51047 -0.04152 -0.83430 0.1170
H 1.51975 1.16283 0.48130 0.1016
C -3.17555 -3.01941 -2.27529 -0.1577
C -2.24351 -2.45443 -3.34150 -0.1741
C -2.40599 -0.93700 -3.26568 -0.1700
O -3.81704 -0.84057 -2.95975 -0.1572
C -4.25199 -1.91728 -2.15568 -0.2038
H -2.60079 -3.19102 -1.36226 0.0944
H -3.58523 -3.98846 -2.55594 0.1063
H -2.61472 -2.79147 -4.31323 0.1103
H -1.21334 -2.80980 -3.26994 0.1082
H -2.19050 -0.30988 -4.12610 0.1152
H -1.87049 -0.47708 -2.42459 0.1073
H -5.18584 -2.27714 -2.58111 0.1136
H -4.36079 -1.67947 -1.09594 0.1116
```

# 3
The following is a quantum chemistry calculation of C14H29BBeBr4F12MgN4O5P2S as an isolated structure, from the Open Molecules 2025 dataset.

Charge   0
Gap between HOMO and LUMO   1.604 eV
Largest force on an atom   4.6 eV/A
Lowest unoccupied orbital energy   -5.65 eV

```
74
Properties=species:S:1:pos:R:3:lowdin_charge:R:1
N 3.02373 -3.48191 3.59299 -0.1023
P 3.77823 -2.26859 2.76381 1.0356
C 2.50540 -1.23329 1.88099 -0.7862
Br 1.03873 -1.11551 3.19043 0.9520
C 2.88023 0.22377 1.68600 -0.0716
N 2.83003 0.58450 0.46578 0.1911
C 2.48157 -0.55324 -0.39943 -0.0764
C 2.10577 -1.76941 0.45736 -0.2703
C 0.74684 -2.48105 0.25111 -0.0991
C -0.41573 -1.58678 -0.21874 -0.1844
O -1.25808 -1.14501 0.86003 -0.0398
C -1.27389 0.19072 1.03099 -0.3457
O -1.39449 1.01024 0.16926 0.0661
H 3.37607 -4.41199 3.22636 0.1115
H 4.51887 -1.41814 3.60535 0.0749
H 4.63771 -2.81159 1.78307 0.0816
H 3.15383 0.84414 2.54080 0.1595
H 3.01060 1.52887 0.10088 0.1809
H 3.46369 -0.80430 -0.83435 0.1481
H 1.90451 -0.33114 -1.29961 0.0779
H 2.87476 -2.53041 0.26500 0.1278
H 0.48227 -3.03157 1.16046 0.1181
H 0.90223 -3.23871 -0.52498 0.1353
H -1.04805 -2.21681 -0.85612 0.1383
H -0.09792 -0.76480 -0.86769 0.0023
H -1.22018 0.53259 2.07634 0.1352
B 3.74198 -7.14019 2.01374 -1.2444
F 4.23545 -5.78580 1.93720 0.0170
F 3.69543 -7.66691 0.72506 0.1088
F 4.59492 -7.88205 2.82095 0.1170
F 2.45248 -7.08861 2.57161 0.0821
Br -0.22370 0.23055 -3.17700 0.6284
C 0.28692 -0.25723 -4.99243 -0.7521
C 0.91073 -1.63734 -5.03714 -0.7732
Br 2.74611 -1.61686 -4.38199 0.6163
H 0.95058 0.52642 -5.35760 0.0540
H -0.64917 -0.23789 -5.56852 -0.1239
H 0.97799 -1.99032 -6.06570 0.0427
H 0.36455 -2.36713 -4.43216 -0.0855
C -1.70374 4.62128 -1.26143 -0.6456
O -2.78185 4.84172 -0.69643 0.0350
N -1.02046 5.58720 -1.91125 0.1894
N -1.15869 3.38113 -1.25828 0.1742
H -0.14671 5.43488 -2.37748 0.1034
H -1.42491 6.50655 -1.92035 0.1210
H -1.66471 2.65548 -0.77792 0.0572
H -0.29167 3.15770 -1.70849 0.0769
F 3.11233 5.39632 1.24302 -0.2034
P 4.55170 4.60371 1.36348 0.3924
F 5.23386 6.09638 1.28948 -0.1941
F 4.43760 4.88229 2.98044 -0.2011
F 3.67566 3.66638 0.27888 -0.2618
F 4.97349 3.11690 2.03473 -0.2596
F 5.81527 4.35357 0.34313 -0.1987
Be 0.46823 -4.36043 -5.11327 0.4868
C -5.26896 0.68769 0.13576 -0.2182
C -4.86417 1.87165 1.02212 -0.2105
C -5.97073 2.06551 2.06489 -0.2112
S -6.71782 0.45000 2.31048 0.6621
O -8.07816 0.49409 1.84413 -0.3131
O -6.37948 -0.04087 3.62224 -0.3285
C -5.72750 -0.40967 1.09158 -0.2336
H -4.44347 0.35088 -0.49249 0.1040
H -6.09209 0.98219 -0.51825 0.1238
H -3.92072 1.64332 1.52557 0.0979
H -4.71119 2.77926 0.43791 0.1172
H -5.57722 2.42361 3.01276 0.1032
H -6.74464 2.74150 1.70668 0.1087
H -6.32505 -1.18113 0.61116 0.1072
H -4.88074 -0.85966 1.61110 0.0980
F -3.91937 4.82724 -2.42505 -0.3544
Mg -1.80863 1.43865 -5.41327 0.6890
Br -0.80670 -5.91796 -6.94342 -0.3635
F 3.07029 -3.09451 5.12565 -0.0976
```

# 4
The following is a quantum chemistry calculation of a 4-piece molecular cluster, C14H29BIN4O2 overall, from the Open Molecules 2025 dataset.

Charge   -1
Gap between HOMO and LUMO   6.148 eV
Largest force on an atom   1.3 eV/A
Lowest unoccupied orbital energy   2.38 eV

```
51
Properties=species:S:1:pos:R:3:lowdin_charge:R:1
C -4.14708 -3.30813 -4.45758 -0.0632
C -3.30074 -2.05165 -4.56961 -0.4305
O -3.32699 -1.38528 -3.31870 -0.0428
C -1.85521 -2.38181 -4.98382 -0.1995
N -0.83443 -1.58611 -4.31097 -0.0446
C -0.06322 -2.31255 -3.27669 -0.1833
C -0.27179 -1.79933 -1.84907 -0.2872
O 0.71825 -0.87684 -1.53909 -0.1557
B 1.31720 -0.96710 -0.16340 -0.5313
C 0.79662 0.23939 0.86185 -0.1980
C 1.82548 1.34988 1.07643 -0.3781
C 1.67095 1.97724 2.45805 -0.6670
I 2.71636 3.85393 2.61798 0.6432
H -3.88434 -3.87546 -3.57984 0.0814
H -5.18230 -2.99854 -4.37946 0.0665
H -4.06091 -3.88969 -5.37018 0.0734
H -3.72199 -1.38196 -5.31118 0.1249
H -4.14595 -0.88854 -3.26266 0.0855
H -1.68841 -3.45657 -4.91478 0.1020
H -1.80221 -2.14025 -6.04075 0.1087
H -0.17571 -1.34173 -5.03181 0.0895
H 0.98697 -2.26026 -3.51332 0.1108
H -0.30825 -3.37761 -3.27853 0.0981
H -1.26466 -1.35165 -1.81123 0.0989
H -0.25554 -2.67179 -1.19465 0.0902
H 1.13513 -2.04578 0.38718 0.0453
H 2.53816 -0.83864 -0.28736 0.0491
H -0.12389 0.71952 0.52860 0.0665
H 0.65557 -0.20553 1.84260 0.0545
H 1.74903 2.11652 0.31371 0.0833
H 2.82591 0.95488 0.98552 0.0728
H 0.61648 2.10207 2.64066 0.0110
H 2.02356 1.26854 3.18803 0.0410
C 7.04638 2.86639 2.52910 -0.0807
C 6.58696 1.50922 2.25001 -0.2929
N 6.25216 0.44064 2.03519 0.1388
H 6.19514 3.54011 2.60899 0.0423
H 7.60048 2.87954 3.46543 0.0758
H 7.69666 3.20663 1.72591 0.0768
C -1.01712 1.90819 6.02800 -0.0716
C -0.90973 0.83627 5.04530 -0.2831
N -0.84768 0.04404 4.22680 0.1622
H -0.29736 2.69003 5.79422 0.0816
H -2.01925 2.32987 6.00034 0.0752
H -0.81545 1.51830 7.02384 0.0743
C -2.86276 1.44409 1.52206 -0.0644
C -2.60668 2.62893 2.33342 -0.2917
N -2.38902 3.53177 2.99734 0.1232
H -3.08945 1.73900 0.49975 0.0837
H -1.98008 0.80499 1.52391 0.0553
H -3.70528 0.89284 1.93443 0.0799
```

# 5
The following is a quantum chemistry calculation of C14H29BiNSi2 as an isolated structure, from the Open Molecules 2025 dataset.

Charge   -1
Gap between HOMO and LUMO   6.646 eV
Largest force on an atom   3.5 eV/A
Lowest unoccupied orbital energy   3.05 eV

```
47
Properties=species:S:1:pos:R:3:lowdin_charge:R:1
C -1.44071 -2.65093 -2.28964 -0.1759
C -2.18615 -3.44489 -1.37068 -0.1810
C -1.35300 -3.78279 -0.28802 -0.2594
C -0.05566 -3.17943 -0.52237 -0.3828
C -0.13467 -2.49644 -1.79603 -0.2240
Bi -0.60920 -1.14085 1.03444 1.4014
N -2.22679 -0.27212 -0.18460 -0.3663
C -4.22222 0.58928 -1.95769 -0.1169
C -5.20012 0.08484 -1.18767 -0.1122
H -1.59855 -4.43628 0.54991 0.0724
H -3.22119 -3.75767 -1.50822 0.0759
H 0.86273 -3.41999 0.01166 0.0507
H 0.70007 -2.01105 -2.30303 0.0764
H -1.82150 -2.25122 -3.22938 0.0772
H -5.15539 -0.93924 -0.79816 0.0353
H -3.42402 -0.04090 -2.36399 0.0330
H -3.08046 -0.81201 0.02375 -0.1598
H -6.08467 0.67796 -0.92637 0.0306
H -4.20684 1.64242 -2.25983 0.0460
C 2.13112 -0.32266 3.03314 -0.2331
Si 2.51791 -0.16760 1.19567 0.3258
C 3.88984 1.11859 1.05117 -0.2107
C 3.22279 -1.78529 0.56206 -0.1912
C 0.98380 0.28457 0.19752 -0.6180
Si 0.36059 2.05774 0.15177 0.3574
C 1.67236 3.26906 -0.45905 -0.1888
C -1.06561 2.25088 -1.04319 -0.2203
C -0.16675 2.60842 1.87223 -0.1948
H 3.03726 -0.69798 3.53290 0.0263
H 1.31693 -1.02748 3.26203 -0.0254
H 1.87548 0.64716 3.48194 0.0164
H 4.80052 0.71283 1.51786 0.0232
H 4.12651 1.34712 0.00377 0.0289
H 3.64206 2.05637 1.56499 0.0256
H 3.00586 -2.62484 1.23658 0.0288
H 2.84740 -2.03617 -0.43883 0.0235
H 4.31700 -1.69114 0.49190 0.0225
H 1.12120 -0.04286 -0.84769 -0.0007
H 1.61392 3.34510 -1.55390 0.0229
H 1.46831 4.26727 -0.04565 0.0238
H 2.69655 2.99300 -0.18997 -0.0149
H -1.68252 1.31798 -1.07601 -0.0432
H -1.72989 3.07011 -0.73995 0.0261
H -0.70538 2.45783 -2.05871 0.0186
H -1.21512 2.34185 2.06802 0.0260
H 0.45770 2.18621 2.67136 0.0040
H -0.08150 3.70521 1.92392 0.0206
```

HOMO level values (in eV) by entry order: -9.12; -9.39; -7.25; -3.77; -3.59.